{"formula": "C4H8O2", "method": "ωB97M-V with the def2-TZVPD basis set", "elements": ["H", "H", "H", "H", "H", "C", "C", "H", "O", "C", "H", "H", "O", "C"], "xyz": [[-1.8833, -0.6157, 0.6449], [1.9567, -0.3556, -1.0300], [-0.2557, -1.3701, -1.0500], [-0.5652, -0.2684, 1.7972], [1.9932, -0.3367, 0.7550], [-0.8408, -0.3008, 0.7346], [0.1476, -1.1605, -0.0535], [0.3916, -2.1069, 0.4327], [0.8231, 1.1102, -0.0981], [1.3512, -0.2224, -0.1267], [-0.4951, 1.4910, -1.7123], [-0.8462, 1.9155, 0.7431], [-1.2060, 1.1584, -1.1462], [-0.5712, 1.0620, 0.1093]], "nbo_charge": [0.23, 0.19, 0.22, 0.21, 0.17, -0.44, -0.44, 0.22, -0.54, -0.07, 0.48, 0.16, -0.74, 0.37], "de_lowest_kj_mol": 82.13, "e_homo_ev": -10.23, "smiles": "O[C@H]1CCCO1", "e_tot_ev": -8372.430, "homo_lumo_gap_ev": 11.2165}

{"formula": "C2H3Cl3O3PS", "method": "ωB97M-V with the def2-TZVPD basis set", "elements": ["S", "C", "H", "O", "H", "O", "P", "H", "Cl", "Cl", "Cl", "C", "O"], "xyz": [[3.7256, -1.5062, 1.1554], [-2.3319, -0.2398, -0.4321], [-3.3240, 0.4292, -0.2571], [3.0708, 0.3078, -1.2403], [-1.8144, -1.9467, -1.2153], [-2.5099, -1.1659, -1.3839], [2.9003, -0.0029, 0.1398], [1.9964, 2.0105, 0.6088], [-1.1696, 1.8974, 0.7701], [0.4909, -0.3502, -0.1118], [-2.5853, -1.2880, 1.3570], [-1.0836, 0.5578, -0.4106], [2.6346, 1.2969, 1.0198]], "nbo_charge": [-0.69, 0.12, 0.20, -1.12, 0.50, -0.69, 1.80, 0.52, -0.06, -0.12, -0.35, -0.09, -1.03], "total_charge": -1, "spin_multiplicity": 3, "e_homo_ev": [-2.25, -5.15], "e_tot_ev": -65956.120, "s_squared": 2.0156, "homo_lumo_gap_ev": [5.3062, 6.5295]}

{"formula": "C4H11N3O", "method": "ωB97M-V with the def2-TZVPD basis set", "elements": ["N", "H", "C", "H", "H", "N", "H", "H", "H", "H", "H", "H", "H", "N", "O", "H", "C", "C", "C"], "xyz": [[0.2294, 0.1883, -0.5241], [1.8170, -0.7086, 2.1930], [-0.8763, 0.0006, 1.6803], [-2.6428, -0.2235, -1.4223], [-1.7120, 0.2470, -2.9322], [1.3868, -0.1304, -1.3388], [2.0289, 0.6026, -1.5545], [-1.6082, -0.7695, 1.7992], [-1.6146, 1.2833, -1.4344], [1.5814, 0.9760, 1.8137], [-0.3484, 0.2325, 2.5798], [-1.4280, 0.8283, 1.2713], [0.4257, -1.4474, 0.5991], [-0.6449, -0.5574, -1.4829], [0.5261, -0.4473, -2.4010], [2.5320, 0.0062, 0.7880], [1.7003, 0.0650, 1.4206], [0.4126, -0.4042, 0.8012], [-1.7652, 0.2586, -1.8560]], "nbo_charge": [-0.18, 0.22, -0.62, 0.21, 0.23, -0.23, 0.34, 0.21, 0.21, 0.20, 0.21, 0.22, 0.19, -0.02, -0.28, 0.22, -0.61, -0.05, -0.46], "de_lowest_kj_mol": 743.60, "e_homo_ev": -7.77, "smiles": "CC(C)N1NON1C", "e_tot_ev": -10837.504, "homo_lumo_gap_ev": 8.9193}

{"formula": "C5H7O4P", "method": "ωB97M-V with the def2-TZVPD basis set", "elements": ["C", "C", "H", "H", "O", "O", "P", "C", "H", "H", "H", "O", "C", "H", "C", "H", "O"], "xyz": [[-0.3167, 0.7923, -0.0447], [0.1498, -0.6352, -0.4373], [-0.4104, -1.5154, -0.0119], [2.2531, -1.4054, -0.2295], [0.1692, 1.8253, -0.8092], [-2.7094, -0.8889, -1.3375], [-2.8076, -0.3695, 0.0599], [0.8016, 1.5813, 0.6103], [2.8365, 0.8391, 0.9899], [2.3949, 1.0813, -0.6414], [-0.0353, -0.8888, -1.6159], [-2.2094, -1.2370, 1.0823], [1.5923, -0.6648, 0.2218], [1.4661, -0.9113, 1.3141], [2.0605, 0.7221, 0.2887], [-1.4032, 0.9998, 0.1901], [-3.8321, 0.6751, 0.3704]], "nbo_charge": [0.02, -0.46, 0.25, 0.16, -0.63, -1.17, 2.42, -0.23, 0.16, 0.18, 0.19, -1.16, -0.40, 0.18, -0.50, 0.12, -1.15], "de_lowest_kj_mol": 210.84, "total_charge": -2, "e_homo_ev": 0.82, "e_tot_ev": -22774.973, "homo_lumo_gap_ev": 5.8944}